Molecular formula: C16H15Cl4FeNO3
Method: DFT, wB97M-V/def2-TZVPD

CARTESIAN COORDINATES (ANGSTROEM)
Fe -0.91 -1.38 -0.43
Cl -1.66 2.70 -3.25
C -0.20 2.31 -2.40
C 0.87 3.18 -2.49
C 2.04 2.88 -1.83
Cl 3.37 4.00 -1.99
C 2.19 1.72 -1.05
C 3.36 1.35 -0.36
C 3.37 0.18 0.36
C 2.23 -0.61 0.41
N 1.10 -0.29 -0.22
C 1.07 0.84 -0.96
C -0.16 1.12 -1.65
O -1.17 0.32 -1.57
H 0.80 4.08 -3.08
H 4.24 1.98 -0.40
H 4.26 -0.14 0.89
H 2.20 -1.52 0.99
Cl -0.07 -4.28 -4.67
C 0.18 -4.71 -2.98
Cl 1.84 -5.27 -2.75
C -0.09 -3.48 -2.06
O 0.57 -2.46 -2.22
O -1.00 -3.66 -1.22
H -0.49 -5.53 -2.73
C -2.67 0.08 3.60
C -1.81 0.22 2.33
C -0.36 0.50 2.75
C -2.35 1.43 1.55
C -1.86 -1.00 1.47
H -2.59 0.99 4.20
H -2.33 -0.76 4.20
H -3.72 -0.08 3.35
H -0.30 1.39 3.37
H 0.25 0.64 1.87
H 0.04 -0.35 3.30
H -2.20 2.35 2.12
H -3.41 1.31 1.35
H -1.84 1.52 0.59
H -2.79 -1.56 1.60

Computed properties:
LUMO energy (alpha / beta) ... 2.47 / 2.40 eV
Maximum force ... 1.58 eV Å⁻¹
Charge ... -1
Spin multiplicity ... 6
HOMO (alpha / beta) ... -3.75 / -4.82 eV
Kohn-Sham gap (alpha / beta) ... 6.22 / 7.21 eV
Electronic energy ... -108946.84988 eV

Mulliken atomic charge list, values in e, 6 entries: -0.041 -0.239 0.447 -0.754 0.907 -0.306